39
Properties=species:S:1:pos:R:3 method="wB97M-V/def2-TZVPD" homo_lumo_gap_ev=3.28 lumo_ev=4.2 e_homo_ev=0.96 total_charge=-2
C 4.6086 -1.1827 0.5811
C 3.9399 -0.2587 -0.5573
O 5.0281 0.0830 -1.4910
C 3.2282 1.0659 0.0323
N 2.4313 1.8168 -0.9734
C 1.0052 2.0068 -0.5762
C 0.1320 0.9668 -1.4687
O -1.1928 1.4504 -1.7977
C -2.1920 0.8639 -0.9750
C -3.0842 1.7678 -0.0471
C -4.1942 1.1786 0.8919
N -5.0956 1.8652 1.7904
S -5.9923 0.5934 2.5311
N -5.4479 -0.8812 1.8402
C -4.4268 -0.3835 0.9275
C -3.5526 -1.3142 0.0223
Br -3.8137 -3.2930 0.0726
C -2.4675 -0.6835 -0.9288
P -1.5231 -1.9253 -2.0105
O -1.0855 -1.2547 -3.3410
H 4.6747 -2.2651 0.1784
H 5.6912 -0.8845 0.8385
H 4.0167 -1.2342 1.5551
H 3.1840 -0.9167 -1.1312
H 5.7458 -0.5895 -1.4005
H 4.0938 1.7543 0.3659
H 2.6611 0.7813 0.9816
H 2.8834 2.6840 -1.2789
H 0.6865 3.0967 -0.7033
H 0.7830 1.7282 0.5211
H 0.7022 0.8764 -2.4711
H 0.1476 -0.0272 -0.8976
H -2.9113 2.8999 -0.0455
H -0.3820 -2.3952 -1.2416
H -2.3758 -3.0407 -2.3682
C -1.4915 -1.2858 3.1435
O -1.8689 -2.4702 3.0789
O -1.3109 -0.6384 4.2205
O -1.2347 -0.5551 2.1316

11
Properties=species:S:1:pos:R:3 method="wB97M-V/def2-TZVPD" homo_lumo_gap_ev="7.55 / 7.68" lumo_ev="-1.1 / -1.3" e_homo_ev="-8.67 / -9.00" e_above_lowest_kj_mol=229.0
C -0.5768 -1.8090 0.0070
C -0.8633 0.5789 -0.6257
C -0.7355 -0.4974 0.3950
N -0.4677 -2.9055 -0.3418
P 2.1572 0.1575 1.0453
Cl 2.6158 0.8666 -0.7496
H -0.0461 0.5341 -1.3496
H -1.7895 0.4578 -1.1953
H -0.8752 1.5608 -0.1569
H -1.0553 -0.3052 1.4055
H 1.6365 1.3613 1.5661

17
Properties=species:S:1:pos:R:3 method="wB97M-V/def2-TZVPD" homo_lumo_gap_ev="5.89 / 6.93" multiplicity=3 lumo_ev="0.6 / -1.9" e_homo_ev="-5.26 / -8.86"
C 1.7194 0.9964 0.1236
C 1.5009 0.5620 -1.1442
C 0.6821 0.7455 1.1199
C 0.2773 0.0092 -1.5652
C -0.5930 -0.7788 -0.8914
C 0.1375 -0.4733 1.3212
N -1.1677 -0.7071 1.8441
O -1.9231 -0.7916 -1.2309
F 0.8281 -1.6245 1.1691
Cl -0.4860 1.0659 -2.8109
H 2.4708 1.5903 0.5271
H 2.1681 0.7390 -1.9142
H 0.1102 1.6094 1.3312
H -0.5064 -1.7728 -0.5030
H -1.8823 0.0162 1.7610
H -1.0976 -1.0003 2.7966
H -2.2380 -0.1856 -1.9339

101
Properties=species:S:1:pos:R:3 method="wB97M-V/def2-TZVPD" homo_lumo_gap_ev="5.91 / 5.95" multiplicity=6 lumo_ev="-0.5 / -0.5" e_homo_ev="-6.37 / -6.42" e_above_lowest_kj_mol=83.5
Mn -0.2676 0.1782 0.2842
F -0.3484 4.3699 3.8948
C -1.0670 3.4763 3.1591
C -0.4145 2.6075 2.3125
C -1.1305 1.6564 1.5781
C -2.5320 1.6592 1.7159
C -3.1394 2.5637 2.5728
F -4.4936 2.5951 2.7070
C -2.4361 3.4838 3.3189
C -3.3151 0.6825 0.8874
C -4.5980 0.2373 1.2135
C -5.2404 -0.6635 0.3829
C -4.6146 -1.0798 -0.7751
C -3.3391 -0.5984 -1.0192
N -2.6894 0.2278 -0.2036
H 0.6665 2.6549 2.2254
H -2.9384 4.1805 3.9772
H -5.0794 0.5971 2.1103
H -6.2288 -1.0282 0.6372
H -5.0910 -1.7557 -1.4742
H -2.8100 -0.8844 -1.9242
C -1.6793 -0.7928 3.9454
C -1.5634 -1.8875 2.9273
N -1.3087 -1.7030 1.6661
C -1.2765 -2.8967 0.9716
C -1.5197 -3.9975 1.7175
S -1.7939 -3.5401 3.3347
C -0.9683 -2.8761 -0.4734
C -1.2544 -3.8690 -1.3397
S -0.7592 -3.4187 -2.9049
C -0.1943 -1.9105 -2.3256
N -0.3691 -1.7543 -1.0419
C 0.4091 -0.9204 -3.2556
H -1.1203 0.0772 3.6005
H -1.2953 -1.1226 4.9128
H -2.7241 -0.4995 4.0748
H -1.5242 -5.0344 1.4091
H -1.7372 -4.8150 -1.1348
H 0.3891 -1.2853 -4.2833
H 1.4472 -0.7359 -2.9629
H -0.1123 0.0389 -3.1887
C -1.0890 4.6124 -2.5485
C -1.1563 3.2692 -3.2829
C -0.5745 3.4113 -4.6820
C -2.6064 2.7981 -3.3694
N -0.3605 2.2130 -2.6326
N -0.4810 2.1340 -1.2060
H -1.4936 5.4065 -3.1819
H -0.0508 4.8702 -2.3080
H -1.6656 4.6059 -1.6194
H -1.1690 4.1131 -5.2708
H -0.5694 2.4454 -5.1952
H 0.4554 3.7828 -4.6447
H -3.2491 3.5870 -3.7741
H -2.9989 2.5201 -2.3834
H -2.6762 1.9203 -4.0193
H 0.6208 2.3451 -2.8430
H -1.4501 2.3018 -0.9716
H 0.0637 2.8628 -0.7547
C 3.5610 -3.0843 -3.0863
S 4.3556 -1.8627 -2.0094
C 4.0048 -0.3626 -2.8409
C 3.3489 0.6877 -2.2787
S 2.6199 0.8403 -0.7237
S 3.2548 2.0683 -3.3629
C 3.9830 1.4097 -4.7836
S 4.0966 2.2013 -6.2245
S 4.6085 -0.1578 -4.4784
H 3.9987 -4.0534 -2.8395
H 3.7583 -2.8672 -4.1355
H 2.4836 -3.1196 -2.9131
C 5.0485 -1.3860 1.9039
O 4.2042 -0.4784 2.6137
C 4.1609 0.8032 2.2026
C 4.9142 1.3026 1.1438
C 4.8784 2.6502 0.8313
C 4.0996 3.5244 1.5778
C 3.3303 3.0238 2.6097
C 3.3284 1.6699 2.9089
N 2.5532 1.2610 4.0460
C 2.1026 0.0956 4.4363
C 1.9724 -1.0806 3.7226
C 2.1199 -2.2953 4.4728
C 2.2166 -3.4932 3.8518
C 2.1630 -3.5280 2.4155
C 1.9263 -2.4177 1.6772
C 1.7133 -1.1360 2.3050
O 1.2735 -0.1666 1.6614
H 4.9724 -2.3323 2.4294
H 6.0840 -1.0447 1.9085
H 4.7032 -1.5131 0.8758
H 5.5169 0.6325 0.5510
H 5.4623 3.0151 -0.0034
H 4.0757 4.5817 1.3501
H 2.7250 3.6944 3.2113
H 2.3920 2.0115 4.7007
H 1.8712 0.0656 5.5024
H 2.2345 -2.2329 5.5544
H 2.3618 -4.3999 4.4258
H 2.3081 -4.4755 1.9050
H 1.8672 -2.4449 0.5939

19
Properties=species:S:1:pos:R:3 method="wB97M-V/def2-TZVPD" homo_lumo_gap_ev=9.03 lumo_ev=-5.6 e_homo_ev=-14.68 total_charge=+1 e_above_lowest_kj_mol=2.8
C -1.5312 0.1203 -0.1197
C -0.4459 0.8626 0.2680
C 1.9357 0.3114 -0.1469
C 3.1555 -0.0179 -0.0542
C -0.4812 2.0970 1.0431
C -1.8920 -2.3245 -0.7376
N 0.2072 -1.1648 -0.4041
N -1.0950 -1.1376 -0.3995
N 0.6054 0.0367 -0.0209
F 1.7584 1.9672 -1.1054
F 4.1678 0.5719 -0.5430
Cl 3.5778 -1.3845 1.0154
H -2.5301 0.3560 -0.1973
H 0.4108 2.5301 1.4317
H -0.9258 2.9581 0.4106
H -0.9356 2.1147 1.9528
H -1.2859 -3.0516 -0.1069
H -2.9687 -2.3481 -0.4527
H -1.7273 -2.4970 -1.8334

17
Properties=species:S:1:pos:R:3 method="wB97M-V/def2-TZVPD" homo_lumo_gap_ev=10.41 lumo_ev=0.9 e_homo_ev=-9.54 e_above_lowest_kj_mol=148.1 smiles=OC[C@H]1CCOC1
O -1.1404 2.2186 -0.3929
C -0.1802 1.3737 -0.9975
C 0.3061 0.4109 0.0722
C -0.8010 -0.4206 0.7339
C -0.0574 -1.6878 1.1483
O 0.9582 -1.8879 0.1776
C 1.2754 -0.6598 -0.4591
H -1.5657 2.7450 -1.0788
H -0.6114 0.8166 -1.8471
H 0.6722 1.9548 -1.3895
H 0.8016 1.0131 0.8429
H -1.2532 0.0970 1.5836
H -1.5981 -0.6538 0.0180
H -0.6949 -2.5783 1.1552
H 0.3856 -1.5804 2.1511
H 1.1680 -0.8014 -1.5448
H 2.3219 -0.3959 -0.2577

10
Properties=species:S:1:pos:R:3 method="wB97M-V/def2-TZVPD" homo_lumo_gap_ev="6.73 / 7.82" multiplicity=3 lumo_ev="0.8 / -2.5" e_homo_ev="-5.94 / -10.31" e_above_lowest_kj_mol=100.6
C -2.2723 -0.5321 0.3136
C 1.8842 0.5498 -0.2914
N -2.9761 -0.5190 -0.6678
N 3.0722 0.1226 -0.0201
N -1.2927 -0.2787 1.0117
H 1.5079 1.5805 -0.4382
H 1.1349 -0.2371 -0.2777
H -3.9513 -0.4778 -0.7375
H 3.6969 0.8796 -0.2365
H -0.8038 -1.0879 1.3441

12
Properties=species:S:1:pos:R:3 method="wB97M-V/def2-TZVPD" homo_lumo_gap_ev="1.94 / 8.06" multiplicity=2 lumo_ev="3.2 / 3.3" e_homo_ev="1.31 / -4.76" total_charge=-1 e_above_lowest_kj_mol=34.7
C -0.9939 1.5740 0.2723
S -1.6806 0.1888 1.2615
C -0.1088 -0.7002 1.5994
H -0.6548 2.3878 0.9052
H -1.8090 1.8196 -0.4097
H -0.2354 1.0998 -0.3506
H -0.1642 -1.1914 2.5762
H -0.0545 -1.4654 0.8212
H 0.7231 -0.0087 1.6024
H 1.0230 -1.1522 -3.1915
H 1.9793 -1.4647 -2.0926
O 1.9758 -1.0875 -2.9937

no.,maximum force (eV Å⁻¹)
1,5.9
2,1.5
3,6.5
4,1.3
5,7.6
6,0.4
7,5.7
8,1.5